Density functional theory data (ωB97M-V/def2-TZVPD) for a cluster of 2 separate species, C2HI2N3 in total in a non-equilibrium geometry.

```
8
C2HI2N3 | the OMol25 dataset | ωB97M-V/def2-TZVPD
C -0.7214 0.6459 0.5910
C -0.7563 -0.3939 -1.8634
N -1.2330 1.4661 1.2404
N -1.6147 -1.1779 -2.1387
N -0.0498 -0.3024 0.0779
I 0.4829 1.0461 -2.8028
I -2.7622 -1.4930 -3.7505
H -0.2877 -1.1181 0.5594
```

Summary:
E_HOMO (spin up / spin down) = -7.10 / -9.73 eV
E_LUMO (spin up / spin down) = -0.0340 / -0.1321 hartree
Electronic energy = -22755.7068 eV
Orbital gap (spin up / spin down) = 0.227 / 0.225 Eh
Net charge = 0
F_max = 2.67 eV/Å
Multiplicity = 3

***

Density functional theory data (ωB97M-V/def2-TZVPD) for a structure of composition C2H5AgO3 in a non-equilibrium geometry.

```
11
C2H5AgO3 | the OMol25 dataset | ωB97M-V/def2-TZVPD
H -0.0265 0.7656 2.1327
O 1.3176 -0.4800 1.1948
O 1.2540 -0.9278 -0.0836
C 0.1174 -0.2684 1.7907
H -0.0232 -1.0151 2.5813
Ag 1.6557 0.0851 -3.4257
O 0.2397 -0.0047 -1.3771
C -0.9804 0.3226 -1.0043
H -1.7041 0.1027 -1.8028
H -0.7288 0.0675 0.6336
H -1.1213 1.3525 -0.6396
```

Summary:
E_HOMO (spin up / spin down) = -20.48 / -20.53 eV
E_LUMO (spin up / spin down) = -0.4749 / -0.4584 hartree
Electronic energy = -12266.0317 eV
Orbital gap (spin up / spin down) = 0.278 / 0.296 Eh
Net charge = +2
F_max = 5.62 eV/Å

***

Density functional theory data (ωB97M-V/def2-TZVPD) for a cluster of 13 separate species, C16H58N12O13 in total in a non-equilibrium geometry.

```
99
C16H58N12O13 | the OMol25 dataset | ωB97M-V/def2-TZVPD
C 25.7140 0.5080 -1.1290
C 24.9000 1.5440 -0.3820
O 24.7730 2.7100 -1.2890
H 25.7170 -0.4030 -0.5270
H 26.7910 0.7980 -1.2290
H 25.1940 0.3590 -2.0590
H 25.4510 1.6810 0.5800
H 23.9010 1.1280 -0.1280
H 23.9850 3.2030 -0.9670
C 25.5220 5.9220 2.5230
C 26.1840 4.8940 1.6260
O 26.4740 3.6720 2.3180
H 24.6690 5.4580 2.9630
H 25.3040 6.7900 1.8000
H 26.2850 6.0680 3.2110
H 27.1410 5.3400 1.1670
H 25.4850 4.5330 0.8770
H 27.4250 3.7110 2.6240
C 27.2970 7.9900 -0.2550
C 26.1870 7.4060 -1.1640
O 26.6090 6.1340 -1.4830
H 27.1260 7.5090 0.7640
H 27.1570 9.1100 -0.0530
H 28.2590 7.7450 -0.6600
H 26.0680 7.9220 -2.0390
H 25.2080 7.3970 -0.7630
H 25.8320 5.8050 -1.9400
C 22.7470 4.9180 0.4920
O 23.5990 5.9020 0.1660
N 22.5080 3.9290 -0.4170
N 22.2330 4.6930 1.6280
H 22.6770 4.1780 -1.4350
H 21.9100 3.1300 -0.2200
H 22.3920 5.3550 2.4400
H 21.5140 3.9570 1.8780
C 18.7110 5.8920 0.4080
O 17.8100 6.8500 0.4720
N 19.9840 6.1730 0.4970
N 18.5140 4.6210 0.2310
H 20.0390 7.1670 0.6430
H 20.6980 5.4860 0.8650
H 17.5330 4.3160 0.1850
H 19.2740 3.9610 -0.0640
C 23.7830 5.5330 -3.1050
O 23.6580 6.8520 -2.7520
N 24.8700 4.9210 -3.4370
N 22.8190 4.6680 -2.9330
H 25.7550 5.3590 -3.7980
H 24.9550 3.9030 -3.5780
H 21.9870 5.0390 -2.7110
H 22.7970 3.7060 -3.2430
C 22.8260 7.6150 4.2100
O 22.2380 6.5110 3.6080
N 23.3890 8.5690 3.5910
N 22.7320 7.7240 5.5080
H 23.3390 8.4680 2.5160
H 23.6360 9.4870 3.9410
H 22.2570 6.9440 5.9940
H 23.0690 8.4630 6.1100
C 20.0170 3.5430 3.3270
O 20.4950 3.5550 4.6140
N 18.9980 4.1660 2.8660
N 20.4670 2.7070 2.4640
H 18.4490 4.6750 3.5700
H 18.8640 4.3710 1.8510
H 20.0920 2.4970 1.5450
H 21.1740 2.0050 2.8360
C 23.8630 1.9070 3.2710
O 22.6300 1.5310 3.6490
N 24.9670 1.4480 3.7520
N 24.0540 2.8760 2.4250
H 24.9950 0.7370 4.5200
H 25.8880 1.7810 3.4760
H 23.3400 3.5060 2.0740
H 25.0100 3.2260 2.3120
C 20.9950 8.6510 -0.9910
O 20.6450 9.1830 0.2430
H 20.1030 8.2600 -1.4740
H 21.8300 7.9590 -1.0160
H 21.3610 9.4440 -1.6270
H 21.4550 9.3820 0.6910
C 20.2450 2.5550 -1.8790
O 20.1800 2.2660 -0.4840
H 21.1900 2.4000 -2.3430
H 20.1030 3.5790 -1.8490
H 19.4310 2.0600 -2.5150
H 20.1130 1.3000 -0.3350
C 23.9460 9.1760 0.6020
O 22.9830 8.3140 1.0190
H 24.0030 9.1910 -0.5250
H 24.8310 8.7500 0.9630
H 23.6200 10.1500 0.8890
H 22.9990 7.5120 0.5120
C 21.8980 -0.1590 0.9140
O 20.5690 -0.2510 0.5760
H 22.1630 0.8930 0.8970
H 22.4460 -0.5910 0.1040
H 22.0030 -0.6100 1.9340
H 20.4360 -1.2330 0.7040
```

Summary:
E_HOMO = -8.15 eV
E_LUMO = -0.0023 hartree
Electronic energy = -62027.4893 eV
Orbital gap = 0.297 Eh
Net charge = 0
F_max = 9.26 eV/Å

***

Density functional theory data (ωB97M-V/def2-TZVPD) for a structure of composition C18H12F5MoN4O2.

```
42
C18H12F5MoN4O2 | the OMol25 dataset | ωB97M-V/def2-TZVPD
Mo -0.0367 -0.7581 0.2728
C -2.6309 -1.9472 -0.3958
N -2.1607 -0.7600 0.3725
C -2.7915 0.4611 -0.1816
C -2.5358 -0.9210 1.8174
C -1.5852 -1.8810 2.4669
C -1.9244 -2.6365 3.5792
C -0.9696 -3.4654 4.1498
C 0.3124 -3.5453 3.6161
C 0.6493 -2.7873 2.5071
C -0.2972 -1.9452 1.9204
H -3.7201 -1.9959 -0.3441
H -2.2051 -2.8540 0.0279
H -2.3330 -1.8485 -1.4390
H -3.8739 0.4087 -0.0460
H -2.5620 0.5411 -1.2417
H -2.4064 1.3371 0.3363
H -3.5796 -1.2386 1.8865
H -2.4549 0.0666 2.2773
H -2.9211 -2.5845 4.0003
H -1.2277 -4.0603 5.0157
H 1.0442 -4.2014 4.0677
H 1.6470 -2.8653 2.0894
O 0.5117 -2.2479 -0.8354
N 0.7904 -2.7290 -2.0373
C 0.7996 -1.8778 -3.0101
C 1.1007 -2.3076 -4.3401
N 1.3299 -2.6139 -5.4209
C 0.4643 -0.5253 -2.6686
N 0.1414 0.3219 -1.9579
F 1.5478 5.6346 3.2796
C 1.2371 4.4667 2.7478
C 1.4757 4.2367 1.4004
F 2.0157 5.1836 0.6502
C 1.1470 3.0131 0.8440
F 1.3771 2.7780 -0.4432
C 0.5830 2.0192 1.6301
O 0.2550 0.8171 1.1055
C 0.3464 2.2555 2.9781
F -0.2073 1.2986 3.7194
C 0.6707 3.4771 3.5392
F 0.4396 3.7031 4.8231
```

Summary:
E_HOMO (spin up / spin down) = -12.29 / -12.26 eV
E_LUMO (spin up / spin down) = -0.1807 / -0.1846 hartree
Electronic energy = -44347.7471 eV
Orbital gap (spin up / spin down) = 0.271 / 0.266 Eh
Net charge = +1
F_max = 0.54 eV/Å

***

Density functional theory data (ωB97M-V/def2-TZVPD) for a structure of composition BrFe in a non-equilibrium geometry.

```
2
BrFe | the OMol25 dataset | ωB97M-V/def2-TZVPD
Fe 13.0637 12.4034 -16.9507
Br 11.4227 13.4329 -16.7833
```

Summary:
E_HOMO (spin up / spin down) = -10.91 / -20.81 eV
E_LUMO (spin up / spin down) = -0.1918 / -0.4840 hartree
Electronic energy = -104408.4386 eV
Orbital gap (spin up / spin down) = 0.209 / 0.281 Eh
Net charge = +1
F_max = 14.63 eV/Å
Multiplicity = 9

***

Density functional theory data (ωB97M-V/def2-TZVPD) for a structure of composition C17H41F3NbO2 in a non-equilibrium geometry.

```
64
C17H41F3NbO2 | the OMol25 dataset | ωB97M-V/def2-TZVPD
C 3.5598 -3.3037 1.1991
C 4.2769 -2.1295 1.8614
O 3.4911 -1.1373 2.5271
C 2.0772 -1.2420 2.5491
C 1.5350 -2.1816 3.6381
O 0.1213 -2.0218 3.6742
Nb -1.2376 -3.3464 3.1592
C -1.4390 -2.5037 0.9648
F -1.7080 -1.1422 0.8540
F -2.3231 -3.0628 0.0847
F -0.2187 -2.6087 0.2828
H 2.7066 -2.9944 0.5866
H 3.2044 -4.0540 1.9177
H 4.2826 -3.8003 0.5339
H 4.9903 -2.5193 2.6078
H 4.8710 -1.5975 1.0996
H 1.6947 -0.2324 2.7637
H 1.6792 -1.5347 1.5697
H 1.8057 -3.2234 3.4274
H 1.9718 -1.9088 4.6132
H -0.1966 -4.5904 2.2835
H -1.4619 -4.2319 4.7505
H -2.7339 -2.3034 3.3766
H -2.5076 -4.5175 2.6181
C -3.9308 0.9081 -0.4251
C -3.5161 1.8156 0.7264
C -4.2815 3.1360 0.7872
C -4.1141 4.0256 -0.4471
C -2.6662 4.3810 -0.7832
C -1.9561 5.1594 0.3194
H -3.7499 1.3750 -1.3963
H -3.3662 -0.0242 -0.3931
H -4.9940 0.6606 -0.3661
H -2.4418 2.0109 0.6614
H -3.6590 1.2805 1.6675
H -3.9735 3.6881 1.6799
H -5.3480 2.9244 0.9187
H -4.6802 4.9515 -0.2944
H -4.5657 3.5343 -1.3128
H -2.6559 4.9700 -1.7047
H -2.1054 3.4685 -1.0013
H -2.4871 6.0882 0.5441
H -0.9372 5.4188 0.0293
H -1.8951 4.5805 1.2417
C 1.4856 -0.9307 -4.9039
C 2.3125 0.1385 -4.1973
C 3.0650 -0.3827 -2.9738
C 2.1681 -0.9437 -1.8682
C 1.1216 0.0281 -1.3292
C 1.7223 1.2740 -0.6843
H 0.7151 -1.3385 -4.2490
H 0.9865 -0.5289 -5.7871
H 2.1191 -1.7608 -5.2264
H 1.6602 0.9653 -3.9027
H 3.0366 0.5597 -4.9011
H 3.6854 0.4225 -2.5702
H 3.7601 -1.1668 -3.2943
H 2.8043 -1.2691 -1.0372
H 1.6608 -1.8444 -2.2228
H 0.5200 -0.4979 -0.5896
H 0.4309 0.3241 -2.1248
H 2.3916 0.9985 0.1352
H 0.9416 1.9148 -0.2711
H 2.2954 1.8730 -1.3966
```

Summary:
E_HOMO = -5.62 eV
E_LUMO = 0.0981 hartree
Electronic energy = -32089.1806 eV
Orbital gap = 0.305 Eh
Net charge = -1
F_max = 2.26 eV/Å

***

Density functional theory data (ωB97M-V/def2-TZVPD) for the ion Cl2O4P with charge -1 in a non-equilibrium geometry.

```
7
Cl2O4P | the OMol25 dataset | ωB97M-V/def2-TZVPD
O 0.0337 -1.2842 1.3172
O -0.0284 -1.0175 -1.2037
O -1.8843 1.5061 -0.6746
O 1.0471 0.7496 0.2343
P -0.1132 -0.4200 0.1435
Cl -1.9229 0.5129 0.5980
Cl 2.1962 1.0662 -0.8743
```

Summary:
E_HOMO = -5.29 eV
E_LUMO = 0.1207 hartree
Electronic energy = -42523.1734 eV
Orbital gap = 0.315 Eh
Net charge = -1
F_max = 3.81 eV/Å

***

Q: Among the records above, which one has the highest electronic energy?
A: C2H5AgO3

***

Q: Number 7 is which compound?
A: Cl2O4P

***

Please write out number 1 again, unchanged.
Density functional theory data (ωB97M-V/def2-TZVPD) for a cluster of 2 separate species, C2HI2N3 in total in a non-equilibrium geometry.

```
8
C2HI2N3 | the OMol25 dataset | ωB97M-V/def2-TZVPD
C -0.7214 0.6459 0.5910
C -0.7563 -0.3939 -1.8634
N -1.2330 1.4661 1.2404
N -1.6147 -1.1779 -2.1387
N -0.0498 -0.3024 0.0779
I 0.4829 1.0461 -2.8028
I -2.7622 -1.4930 -3.7505
H -0.2877 -1.1181 0.5594
```

Summary:
E_HOMO (spin up / spin down) = -7.10 / -9.73 eV
E_LUMO (spin up / spin down) = -0.0340 / -0.1321 hartree
Electronic energy = -22755.7068 eV
Orbital gap (spin up / spin down) = 0.227 / 0.225 Eh
Net charge = 0
F_max = 2.67 eV/Å
Multiplicity = 3